--- one ---
DFT (the ωB97M-V functional and the def2-TZVPD basis) results for C29H29F3GeN6STi as an isolated structure.

- HOMO (eV) = -6.58

Structure (XYZ):
```
70
Properties=species:S:1:pos:R:3:nbo_charge:R:1
Ti 0.42 0.44 -2.03 0.9738
F 2.91 4.86 -3.83 -0.3113
C 3.47 3.87 -4.53 0.9840
F 2.80 3.76 -5.69 -0.3177
F 4.72 4.30 -4.86 -0.3345
C 3.54 2.57 -3.78 -0.2266
C 4.77 1.99 -3.57 -0.1003
C 4.87 0.79 -2.88 -0.3069
C 3.70 0.21 -2.44 0.0921
N 2.50 0.73 -2.68 -0.5322
C 2.37 1.92 -3.32 0.1266
S 0.76 2.52 -3.49 -0.2275
H 5.66 2.48 -3.94 0.2354
H 5.83 0.33 -2.68 0.2258
H 3.71 -0.71 -1.86 0.2010
C -4.53 -1.39 -1.05 -0.4106
N -3.92 -0.58 -2.12 -0.4409
C -4.48 0.76 -2.20 -0.4247
C -2.55 -0.67 -2.27 0.6479
N -1.74 0.32 -2.34 -0.7277
N -2.11 -1.97 -2.42 -0.6136
C -0.82 -2.46 -2.40 0.6507
N -0.78 -3.83 -2.45 -0.8135
N 0.22 -1.71 -2.37 -0.7616
H -5.61 -1.42 -1.22 0.2084
H -4.33 -0.96 -0.06 0.2091
H -4.15 -2.41 -1.05 0.2060
H -5.57 0.66 -2.25 0.2183
H -4.14 1.25 -3.10 0.2208
H -4.24 1.37 -1.33 0.1940
H -2.18 1.20 -2.10 0.3986
H -2.82 -2.63 -2.70 0.4162
H -1.50 -4.32 -1.94 0.3952
H 0.13 -4.25 -2.35 0.3983
H 1.06 -2.25 -2.23 0.3817
C 0.44 0.56 -0.33 -1.0614
Ge 0.22 0.19 1.51 1.5156
C -0.28 1.73 2.60 -0.4369
C -0.77 2.88 1.97 -0.2128
C -1.16 3.99 2.72 -0.2050
C -1.06 3.96 4.10 -0.2205
C -0.57 2.83 4.74 -0.2376
C -0.18 1.72 3.99 -0.1593
C -1.21 -1.16 1.74 -0.3174
C -1.20 -2.29 0.92 -0.2477
C -2.19 -3.26 1.03 -0.2324
C -3.22 -3.11 1.95 -0.2399
C -3.25 -1.99 2.76 -0.2090
C -2.25 -1.02 2.66 -0.2420
C 1.85 -0.61 2.28 -0.3342
C 3.09 -0.11 1.88 -0.2228
C 4.27 -0.64 2.39 -0.2263
C 4.22 -1.69 3.30 -0.2102
C 2.99 -2.20 3.70 -0.2245
C 1.82 -1.66 3.19 -0.2458
H -0.82 2.91 0.89 0.2257
H -1.53 4.87 2.22 0.2066
H -1.36 4.82 4.69 0.2080
H -0.48 2.81 5.82 0.2073
H 0.22 0.85 4.50 0.2019
H -0.40 -2.41 0.21 0.2062
H -2.15 -4.15 0.41 0.1857
H -3.99 -3.87 2.04 0.2094
H -4.04 -1.86 3.49 0.2109
H -2.28 -0.15 3.30 0.2232
H 3.13 0.70 1.16 0.2212
H 5.22 -0.23 2.08 0.2072
H 5.14 -2.10 3.70 0.2062
H 2.95 -3.02 4.41 0.2068
H 0.86 -2.07 3.50 0.2094
```

=====

--- two ---
DFT (the ωB97M-V functional and the def2-TZVPD basis) results for C29H29F3GeN6STi as an isolated structure.

- HOMO (eV) = -6.47

Structure (XYZ):
```
70
Properties=species:S:1:pos:R:3:nbo_charge:R:1
Ti -2.13 0.33 0.17 0.9072
F -4.13 -5.14 1.78 -0.3292
C -4.84 -4.00 1.59 0.9833
F -5.18 -3.95 0.31 -0.2991
F -5.99 -4.15 2.30 -0.3351
C -4.07 -2.81 2.10 -0.2277
C -3.86 -2.79 3.47 -0.0971
C -3.14 -1.77 4.06 -0.3031
C -2.64 -0.79 3.23 0.0953
N -2.84 -0.79 1.92 -0.5189
C -3.54 -1.77 1.30 0.1325
S -3.65 -1.61 -0.43 -0.2245
H -4.26 -3.59 4.07 0.2296
H -2.96 -1.74 5.13 0.2268
H -2.03 0.02 3.62 0.1985
C -0.74 3.82 -3.78 -0.4093
N -1.93 3.09 -3.36 -0.4395
C -2.44 2.19 -4.38 -0.4243
C -1.97 2.60 -2.06 0.6449
N -2.29 1.41 -1.72 -0.7292
N -1.63 3.56 -1.12 -0.6181
C -1.56 3.44 0.26 0.6411
N -1.10 4.61 0.84 -0.8130
N -1.89 2.39 0.90 -0.7410
H -0.91 4.19 -4.79 0.2157
H 0.15 3.19 -3.78 0.2093
H -0.55 4.70 -3.16 0.1928
H -2.55 2.75 -5.31 0.2185
H -3.42 1.81 -4.10 0.2212
H -1.76 1.34 -4.57 0.1942
H -2.42 0.80 -2.52 0.3967
H -1.63 4.50 -1.46 0.4126
H -0.39 5.11 0.33 0.3938
H -0.89 4.54 1.82 0.3981
H -1.68 2.48 1.89 0.3816
C -0.50 -0.16 0.15 -1.0177
Ge 1.33 -0.58 0.14 1.5022
C 1.79 -2.18 -0.89 -0.3370
C 1.23 -2.36 -2.16 -0.2321
C 1.54 -3.48 -2.93 -0.2061
C 2.41 -4.44 -2.43 -0.2211
C 2.97 -4.28 -1.18 -0.2211
C 2.66 -3.16 -0.42 -0.2295
C 2.39 0.90 -0.63 -0.3229
C 1.78 2.12 -0.88 -0.2452
C 2.49 3.19 -1.41 -0.2388
C 3.84 3.05 -1.71 -0.2261
C 4.46 1.83 -1.48 -0.2043
C 3.74 0.77 -0.94 -0.2356
C 1.99 -0.87 1.97 -0.3339
C 1.30 -1.77 2.79 -0.2406
C 1.68 -1.99 4.10 -0.2105
C 2.76 -1.30 4.64 -0.2258
C 3.46 -0.40 3.84 -0.2240
C 3.07 -0.19 2.52 -0.2331
H 0.54 -1.63 -2.55 0.2085
H 1.09 -3.60 -3.90 0.2042
H 2.64 -5.32 -3.03 0.2071
H 3.64 -5.03 -0.78 0.2072
H 3.11 -3.05 0.57 0.2113
H 0.72 2.21 -0.65 0.2117
H 2.00 4.14 -1.60 0.1878
H 4.40 3.88 -2.12 0.2077
H 5.51 1.71 -1.71 0.2095
H 4.25 -0.18 -0.78 0.2159
H 0.44 -2.31 2.39 0.2191
H 1.13 -2.70 4.72 0.2064
H 3.07 -1.47 5.66 0.2071
H 4.30 0.15 4.25 0.2063
H 3.63 0.52 1.92 0.2092
```

=====

Which structure wins on stability? one wins.

=====

--- one ---
DFT (the ωB97M-V functional and the def2-TZVPD basis) results for a 2-piece molecular cluster, C2H7O2 overall.

- net charge = -1
- HOMO (eV) = -3.10

Structure (XYZ):
```
11
Properties=species:S:1:pos:R:3:nbo_charge:R:1
C -0.74 0.14 0.40 -0.0214
O 0.24 0.03 -0.55 -0.9275
C -2.05 0.70 -0.23 -0.6415
H -0.47 0.86 1.22 0.0871
H -0.94 -0.85 0.85 0.1001
H -2.43 -0.10 -0.86 0.1846
H -1.75 1.56 -0.83 0.1953
H -2.79 1.01 0.52 0.1638
H 1.50 -0.37 -0.01 0.5015
H 2.94 -0.88 -0.46 0.4282
O 2.42 -0.81 0.35 -1.0701
```

=====

--- two ---
DFT (the ωB97M-V functional and the def2-TZVPD basis) results for C2H7O2 as an isolated structure.

- net charge = -1
- HOMO (eV) = -3.41

Structure (XYZ):
```
11
Properties=species:S:1:pos:R:3:nbo_charge:R:1
O -2.41 -1.14 -0.78 -1.1945
H -1.47 -0.78 0.05 0.5002
C 0.08 0.61 0.31 -0.0399
O -0.46 -0.64 0.57 -0.8416
C 1.58 0.49 -0.06 -0.6601
H 0.04 1.20 1.26 0.0994
H -0.46 1.23 -0.40 0.1370
H -2.73 -2.01 -0.50 0.4135
H 1.69 -0.60 0.05 0.2279
H 2.31 0.96 0.60 0.1764
H 1.82 0.69 -1.10 0.1817
```

=====

Which structure wins on stability? one wins.

=====

--- one ---
DFT (the ωB97M-V functional and the def2-TZVPD basis) results for CH2Cl2N2 as an isolated structure.

- HOMO (alpha / beta) (eV) = -7.44 / -7.44

Structure (XYZ):
```
7
Properties=species:S:1:pos:R:3:nbo_charge:R:1
C -0.21 0.07 -0.22 0.3121
N 1.18 1.06 0.60 -0.6116
N -0.17 -1.22 0.03 -0.7509
Cl -1.52 0.87 -0.84 0.1139
Cl 1.07 2.61 0.03 0.0974
H 0.65 -1.58 0.49 0.4332
H -0.99 -1.81 -0.08 0.4059
```

=====

--- two ---
DFT (the ωB97M-V functional and the def2-TZVPD basis) results for one molecule with the formula CH2Cl2N2.

- HOMO (eV) = -9.41

Structure (XYZ):
```
7
Properties=species:S:1:pos:R:3:nbo_charge:R:1
N -0.60 -0.96 -0.25 -0.8060
C 0.03 0.20 0.01 0.4049
Cl -0.91 1.61 -0.46 -0.0327
N 1.18 0.22 0.54 -0.5202
Cl 1.94 1.71 0.85 0.1257
H -0.14 -1.82 -0.02 0.4149
H -1.51 -0.95 -0.67 0.4135
```

=====

Which structure wins on stability? two wins.

=====

--- one ---
DFT (the ωB97M-V functional and the def2-TZVPD basis) results for a 3-piece molecular cluster, C4H14NO2S overall.

- net charge = -1
- HOMO (eV) = -2.57

Structure (XYZ):
```
22
Properties=species:S:1:pos:R:3:nbo_charge:R:1
C 1.84 0.66 -0.20 -0.4112
N 0.61 -0.01 0.19 -0.6734
C -0.62 0.47 -0.41 -0.0448
C -1.18 -0.57 -1.61 -0.5540
S -2.93 -0.57 -1.79 -0.6996
C -0.51 1.79 -1.30 -0.6115
H 2.20 0.39 -1.23 0.1678
H 1.95 1.70 0.13 0.1963
H 2.55 0.19 0.54 0.1633
H 0.64 -0.98 0.23 0.3677
H -1.50 0.41 0.36 0.2022
H -0.68 -0.15 -2.47 0.1579
H -0.87 -1.53 -1.41 0.1649
H -0.19 2.58 -0.72 0.1806
H -1.40 1.98 -1.69 0.2254
H 0.21 1.49 -2.09 0.1848
H -2.33 -1.55 0.97 0.5094
H -1.61 -2.36 2.14 0.4562
O -1.57 -1.48 1.70 -0.9810
H 1.09 -1.12 2.91 0.4811
H 2.32 -0.36 2.56 0.4689
O 1.97 -0.98 3.21 -0.9508
```

=====

--- two ---
DFT (the ωB97M-V functional and the def2-TZVPD basis) results for a 3-piece molecular cluster, C4H14NO2S overall.

- net charge = -1
- HOMO (eV) = -3.24

Structure (XYZ):
```
22
Properties=species:S:1:pos:R:3:nbo_charge:R:1
C 0.28 0.76 2.76 -0.4120
N 0.14 -0.39 1.87 -0.6345
C 0.43 -0.11 0.44 -0.0751
C 0.28 -1.43 -0.33 -0.5081
S 0.44 -1.30 -2.15 -0.6915
C 1.78 0.54 0.15 -0.6471
H 1.09 0.63 3.50 0.1695
H 0.54 1.66 2.22 0.1872
H -0.63 0.92 3.33 0.1754
H 0.82 -1.10 2.13 0.3373
H -0.37 0.53 0.07 0.1977
H 1.04 -2.14 0.05 0.1675
H -0.72 -1.80 -0.11 0.1966
H 2.59 -0.17 0.30 0.1895
H 1.97 1.47 0.69 0.1838
H 1.76 0.80 -0.91 0.2482
H -1.79 -1.45 -2.41 0.4965
H -2.90 -0.56 -1.94 0.4486
O -2.73 -1.23 -2.62 -1.0023
H -0.74 0.95 -2.41 0.5048
H -2.08 1.68 -2.50 0.4558
O -1.20 1.76 -2.12 -0.9878
```

=====

Which structure wins on stability? two wins.